{
  "formula": "C33H67FN15O31P",
  "method": "ωB97M-V with the def2-TZVPD basis set",
  "elements": ["P", "F", "O", "O", "O", "O", "O", "O", "O", "O", "O", "O", "O", "O", "O", "O", "O", "O", "O", "O", "O", "O", "O", "O", "O", "O", "O", "O", "O", "O", "O", "O", "O", "N", "N", "N", "N", "N", "N", "N", "N", "N", "N", "N", "N", "N", "N", "N", "C", "C", "C", "C", "C", "C", "C", "C", "C", "C", "C", "C", "C", "C", "C", "C", "C", "C", "C", "C", "C", "C", "C", "C", "C", "C", "C", "C", "C", "C", "C", "C", "C", "H", "H", "H", "H", "H", "H", "H", "H", "H", "H", "H", "H", "H", "H", "H", "H", "H", "H", "H", "H", "H", "H", "H", "H", "H", "H", "H", "H", "H", "H", "H", "H", "H", "H", "H", "H", "H", "H", "H", "H", "H", "H", "H", "H", "H", "H", "H", "H", "H", "H", "H", "H", "H", "H", "H", "H", "H", "H", "H", "H", "H", "H", "H", "H", "H", "H", "H"],
  "xyz": [[3.7476, 2.6692, 0.0559], [5.9190, -0.7566, -0.2507], [6.4243, 0.9713, 4.3782], [-8.2336, 3.4287, 0.4027], [8.2775, -2.0197, 2.3282], [-6.2113, -2.5951, -9.5933], [4.6837, -11.3148, 5.2833], [2.0118, -5.9415, 2.3568], [-8.5765, -0.4963, -0.7172], [0.3254, -9.0294, 7.4890], [-8.0313, 3.4486, 2.5576], [1.4745, -10.6272, 8.3917], [-5.0855, -1.6773, -4.2736], [1.3080, 7.7236, 1.9381], [-6.1942, -0.7847, -8.4064], [-8.1145, 0.0957, -13.3288], [4.2262, 4.6625, -2.8670], [-0.2706, 1.7887, -1.6731], [2.1602, -7.9259, 3.3308], [-4.6125, 2.0359, 0.2372], [1.1933, 7.6683, -0.2224], [-0.5840, 11.9507, -2.5236], [-3.6378, 7.3126, 0.3317], [8.9010, -3.0649, 4.1183], [-7.0527, -2.4533, -3.8077], [-3.1576, 5.2112, 0.5279], [1.2213, 11.3829, -1.4733], [3.7103, 5.3936, -0.8931], [-2.2449, 1.8621, -0.5061], [-6.7829, -1.1651, 0.2954], [-7.0591, 0.0477, -11.4408], [4.6490, -0.1554, 4.8910], [3.5881, -12.8185, 6.3915], [-7.3725, -0.6524, -0.6409], [-3.8113, 6.1347, 0.0817], [3.7940, 5.5056, -2.1026], [-5.7461, -1.5175, -9.2652], [0.9440, 7.2340, 0.8884], [8.2210, -2.9424, 3.1187], [5.3686, 0.8229, 4.9636], [1.1512, -9.9252, 7.4534], [-8.4742, 3.0013, 1.5167], [-7.9009, -0.3569, -12.2240], [3.2021, -2.5290, 1.6117], [0.7723, -2.8386, -0.1713], [0.0139, 11.4733, -1.5772], [-6.1382, -2.2097, -4.5734], [4.6107, -12.2558, 6.0524], [1.7292, -6.2074, 4.9486], [-9.3874, 1.8306, 1.6214], [-0.7988, 10.9529, -0.4452], [7.2276, -4.0105, 2.8278], [-2.5137, 0.6976, 0.2754], [1.9961, -6.7432, 3.5006], [1.8252, -10.1857, 6.1532], [-4.9203, 5.7979, -0.8512], [6.5148, 3.4293, 0.3097], [5.5308, 2.6211, -0.6143], [1.7527, 0.7817, -0.7754], [2.4703, -3.6638, 1.5319], [3.4447, -0.1880, 0.8655], [2.7140, -1.5079, 0.8112], [-3.9792, 0.9091, 0.9093], [1.2950, -3.7964, 0.6367], [-0.8843, 2.2422, -0.4698], [2.9370, -4.8546, 2.4507], [-4.5236, -1.0551, -9.9738], [2.9958, 0.9555, 0.0905], [1.0699, -0.4837, -0.8240], [3.3244, 6.7884, -2.6893], [-8.7422, -1.5055, -11.7923], [6.0710, -0.1768, 1.0317], [1.5227, -1.6806, -0.0291], [3.7671, 3.2739, 1.8646], [-6.5452, -0.1801, -1.7766], [4.6910, -0.0684, 1.8144], [4.9244, 1.9383, 5.8412], [0.1222, 5.9957, 0.9713], [5.8893, -12.7559, 6.6239], [-6.3300, -2.5984, -5.9956], [1.1474, 1.9635, -1.6257], [-0.5699, 9.8947, -0.3367], [5.6730, -13.5892, 7.2863], [6.5167, -13.0741, 5.7943], [6.2426, -3.5460, 2.8099], [0.7317, -5.6901, 5.0154], [1.5698, 1.8709, -2.6590], [-0.3489, 1.9314, 0.4686], [-5.4425, -2.3227, -6.5549], [1.6841, -7.0852, 5.6500], [2.5683, -5.5440, 5.2933], [6.7014, 2.9440, 1.3048], [-5.8441, 6.1638, -0.4081], [4.7435, 3.0541, 2.3701], [-2.5458, -0.2523, -0.3262], [-8.4410, -1.8028, -10.7913], [-3.9087, 1.1938, 1.9938], [-4.6224, -0.0231, 0.8342], [-4.2396, -1.8047, -10.7069], [6.5697, 0.8315, 0.9719], [7.5122, 3.6336, -0.1762], [7.2859, -4.7632, 3.6090], [0.7178, 5.2408, 1.4809], [2.2729, 6.8995, -2.4329], [-8.5799, -2.3147, -12.5008], [5.8682, 1.5885, -0.8784], [-9.7783, -1.1742, -11.8021], [1.4096, 2.9714, -1.2129], [-9.7010, 1.5411, 0.6227], [-0.1279, 5.6745, -0.0358], [1.4407, -9.4884, 5.4134], [3.0028, 2.6176, 2.3834], [-0.8812, 3.3773, -0.4943], [-1.8117, 0.5434, 1.1356], [5.4722, 3.1887, -1.5879], [-1.8507, 11.0985, -0.6738], [-8.8340, 1.0254, 2.0998], [5.6889, 2.0811, 6.6017], [-10.2423, 2.1336, 2.2222], [2.8913, -10.0395, 6.3015], [-5.8552, 0.5680, -1.3860], [3.0307, -4.4147, 3.4822], [3.4343, 4.3359, 1.9600], [4.6565, 0.8746, 2.4287], [-4.9537, 4.7185, -0.9784], [6.0836, 4.4486, 0.5425], [6.3466, -11.9350, 7.1720], [-6.4849, -3.6749, -6.0229], [-4.7635, -0.1125, -10.4598], [4.8179, 2.8236, 5.2174], [-4.7134, 6.2927, -1.7976], [3.9223, 7.5861, -2.2541], [-7.2008, -2.0648, -6.3675], [3.4575, 6.7523, -3.7670], [1.6046, -11.2109, 5.8679], [-6.0136, -1.0384, -2.1747], [-3.7405, -0.9279, -9.2289], [4.7165, -0.8991, 2.5712], [0.1666, -0.5951, -1.4764], [7.4797, -4.4375, 1.8595], [-7.1951, 0.2528, -2.5317], [3.9746, 1.6687, 6.2944], [3.9869, -5.1306, 2.1406], [-0.5167, 11.5107, 0.4451], [-4.7594, 2.7133, 0.9186], [0.7693, -4.7882, 0.6369], [6.7890, -0.8242, 1.6112], [-0.7776, 6.2353, 1.5345]],
  "mulliken_charge": [0.9430, -0.3972, -0.4894, -0.5169, -0.5781, -0.5508, -0.5021, -0.2561, -0.5862, -0.5559, -0.5460, -0.5629, -0.5226, -0.5676, -0.5010, -0.5291, -0.5579, -0.3307, -0.5200, -0.3572, -0.4878, -0.5336, -0.5700, -0.5494, -0.5263, -0.4693, -0.5168, -0.4024, -0.3520, -0.5917, -0.5277, -0.5174, -0.4845, 1.0530, 0.9314, 0.8966, 0.9495, 0.9309, 0.9115, 0.9414, 0.9466, 0.9137, 0.8829, -0.1764, -0.6728, 0.8764, 0.9289, 0.8475, -0.5823, -0.7289, -0.5407, -0.6477, -0.2512, 0.6010, -0.6203, -0.7195, -1.1673, -0.7020, -0.0383, 0.1864, 0.4827, 0.0569, -0.5232, -0.4272, 0.0737, -0.1712, -0.7968, 0.4089, -0.7016, -0.8025, -0.6697, 0.4673, 0.0575, -1.2800, -0.5079, 0.0371, -0.7778, -0.6675, -0.7338, -0.7626, -0.7138, 0.1277, 0.3080, 0.2825, 0.1453, 0.3068, 0.2779, 0.3475, 0.2628, 0.0612, 0.2898, 0.2040, 0.3272, 0.2078, 0.2414, 0.2462, 0.4288, 0.1794, 0.3061, -0.1355, 0.3747, 0.3494, 0.2164, 0.2438, 0.2828, 0.6150, 0.2925, 0.2155, 0.3011, 0.2534, 0.2822, 0.3872, -0.0956, 0.2950, 0.3832, 0.3001, 0.2921, 0.3042, 0.2883, 0.1778, 0.0779, 0.2173, 0.4244, -0.6967, 0.2160, 0.2731, 0.2924, 0.3105, 0.3128, 0.2631, 0.2970, 0.2924, 0.3058, 0.3216, 0.3042, 0.2206, 0.3038, 0.4344, 0.4538, 0.3033, 0.3059, 0.3094, 0.1413, 0.2763, 0.1800, 0.4641, -0.1030, 0.3390],
  "orbital_gap_ev": 7.163,
  "lumo_ev": -0.47,
  "spin_multiplicity": 1,
  "charge": 0,
  "e_homo_ev": -7.63,
  "de_lowest_kj_mol": 0.0
}

{
  "formula": "C5H10O2",
  "method": "ωB97M-V with the def2-TZVPD basis set",
  "elements": ["O", "O", "C", "C", "C", "C", "C", "H", "H", "H", "H", "H", "H", "H", "H", "H", "H"],
  "xyz": [[-0.5223, 0.3779, 1.1618], [-0.1260, -0.3705, -0.8645], [0.7041, -0.3451, 1.2961], [-1.0297, 0.0458, 0.0254], [2.0860, 0.6556, -0.6885], [1.1798, -0.4488, -0.1494], [-2.3659, 0.5040, -0.4349], [-1.1994, -1.9357, 0.8883], [1.3372, 0.1489, 2.0256], [-2.2893, 1.3634, -1.0817], [-2.9961, 0.7607, 0.3969], [1.6598, 1.6425, -0.4675], [2.2226, 0.5614, -1.7738], [1.5929, -1.4380, -0.3853], [3.0703, 0.5884, -0.2063], [-2.8506, -0.2721, -0.9954], [-0.4734, -1.8384, 1.2535]],
  "nbo_charge": [-0.3993, -0.4824, -0.2572, 0.7377, -0.6449, 0.0460, -0.6888, -0.1051, 0.1852, 0.2368, 0.2450, 0.2094, 0.2147, 0.1898, 0.2211, 0.2462, 0.0456],
  "orbital_gap_ev": [7.751, 7.750],
  "lumo_ev": [0.93, 0.93],
  "spin_multiplicity": 1,
  "charge": 0,
  "e_homo_ev": [-6.82, -6.82],
  "de_lowest_kj_mol": 483.1
}

{
  "formula": "C6H10N",
  "method": "ωB97M-V with the def2-TZVPD basis set",
  "elements": ["N", "C", "C", "C", "C", "C", "C", "H", "H", "H", "H", "H", "H", "H", "H", "H", "H"],
  "xyz": [[0.5899, 0.7372, -1.1203], [-1.3608, -2.1828, 1.6559], [-1.2992, -0.7199, 1.4221], [1.6206, -0.0891, -0.3915], [0.8980, 1.8766, -1.9208], [0.7070, 0.7566, 0.3241], [-0.2385, -0.0673, 0.9708], [1.7082, 2.4995, -1.5769], [1.6149, -1.1240, -0.5021], [-0.4377, -2.6344, 1.4935], [-0.3630, 0.4388, -1.5263], [1.4344, 1.5019, -2.7875], [-1.8183, -2.3189, 2.5554], [-1.9777, -2.4745, 0.8203], [1.0897, 1.6177, 0.8404], [-0.0810, 2.4311, -2.1723], [-2.0867, -0.2485, 1.9152]],
  "nbo_charge": [-0.3809, -0.6118, -0.1700, -0.0776, -0.4416, -0.1996, 0.2376, 0.2508, 0.2197, 0.2312, 0.4411, 0.2463, 0.2435, 0.2466, 0.2525, 0.2408, 0.2715],
  "orbital_gap_ev": [8.724, 7.238],
  "lumo_ev": [-4.94, -5.52],
  "spin_multiplicity": 1,
  "charge": 1,
  "e_homo_ev": [-13.67, -12.76],
  "de_lowest_kj_mol": 555.0
}

{
  "formula": "C41H83N2O16S7",
  "method": "ωB97M-V with the def2-TZVPD basis set",
  "elements": ["S", "S", "S", "S", "S", "S", "S", "O", "O", "O", "O", "O", "O", "O", "O", "O", "O", "O", "O", "O", "O", "O", "O", "N", "N", "C", "C", "C", "C", "C", "C", "C", "C", "C", "C", "C", "C", "C", "C", "C", "C", "C", "C", "C", "C", "C", "C", "C", "C", "C", "C", "C", "C", "C", "C", "C", "C", "C", "C", "C", "C", "C", "C", "C", "C", "C", "H", "H", "H", "H", "H", "H", "H", "H", "H", "H", "H", "H", "H", "H", "H", "H", "H", "H", "H", "H", "H", "H", "H", "H", "H", "H", "H", "H", "H", "H", "H", "H", "H", "H", "H", "H", "H", "H", "H", "H", "H", "H", "H", "H", "H", "H", "H", "H", "H", "H", "H", "H", "H", "H", "H", "H", "H", "H", "H", "H", "H", "H", "H", "H", "H", "H", "H", "H", "H", "H", "H", "H", "H", "H", "H", "H", "H", "H", "H", "H", "H", "H", "H"],
  "xyz": [[-3.5793, 0.1711, -2.3281], [3.7065, 1.3197, 3.1655], [-1.6222, 1.4882, 3.1122], [-6.9140, 3.6967, -2.7419], [0.9548, -0.8842, -7.0405], [-0.3730, 3.5172, -3.3700], [1.6845, 2.8645, 8.9075], [-2.9066, 0.7200, -1.1719], [-0.6149, 2.3717, 3.6460], [-4.9381, -0.3058, -2.1908], [-1.3952, 0.0685, 3.0100], [-7.5706, 4.8627, -2.2099], [2.8550, -5.9031, 2.4984], [2.0728, -1.6874, -7.4652], [0.5721, 4.5515, -3.7047], [2.5154, 1.6872, 8.8735], [4.5197, 0.1264, 3.1713], [1.8981, 3.9389, 7.9742], [-5.5934, 3.8049, -3.3112], [-0.2801, -1.5221, -6.6378], [3.9522, 2.3599, 2.1939], [-0.7683, 2.5480, -4.3604], [2.8005, -1.2796, -1.8492], [4.6082, -5.6995, -1.5456], [2.7330, -2.2414, -1.0140], [-3.1693, 1.7802, 3.9884], [-0.4914, 3.4599, -0.7549], [-8.0170, 2.8810, -3.9085], [0.2240, 3.3583, 11.0858], [4.0710, -2.6703, -0.4712], [5.5661, -6.6456, -0.9930], [3.8994, -4.0440, 0.1854], [4.4479, -1.6833, 0.6383], [2.7924, -6.3395, 0.0489], [-3.6811, 2.0004, 1.5739], [1.4403, 0.2578, -5.7409], [6.6234, -6.0257, -0.0807], [0.9046, -2.8825, -2.5545], [1.9873, 0.8405, 3.1121], [-0.0325, 2.3538, 8.8725], [-0.3955, 2.1661, 10.3420], [1.7376, -3.3315, -1.3528], [1.6679, 3.5059, 10.5903], [0.7657, -3.5066, -0.1700], [-2.6041, 0.7398, -4.7398], [3.3149, -6.7236, 1.4278], [-3.5173, 1.3537, -3.6739], [-2.5718, -1.0826, -3.1097], [-2.7015, -0.7857, -4.6039], [-8.3378, 1.5100, -3.2979], [-6.9352, 2.3961, -1.5095], [2.2437, 1.8719, 5.3145], [0.2646, 1.6064, -7.4346], [1.3351, 1.6597, -6.3403], [-4.1005, 2.4624, 2.9783], [3.6924, 2.0039, 4.8265], [-1.8514, 4.2594, -2.6607], [3.4954, -5.1926, -0.7403], [1.6125, 0.6764, 4.5833], [0.1649, 2.6740, -1.8856], [0.5667, 0.3619, -8.2677], [5.1361, -2.6277, -1.5616], [-2.1648, 2.1269, 1.5338], [-1.9281, 3.7433, -1.2176], [-8.2392, 1.6529, -1.7728], [2.4696, -4.6159, -1.7539], [1.0486, 2.3481, -5.5497], [-2.4241, 4.4680, -0.5744], [0.0325, 1.2323, 10.7119], [3.0026, -7.7524, 1.6386], [-0.1436, -4.0066, -0.5023], [0.4883, -2.5231, 0.2098], [0.0780, -3.5849, -2.6819], [-3.6728, -1.1314, -4.9662], [4.5084, -0.6848, 0.2010], [-4.5386, 1.4868, -4.0228], [5.3945, -1.5985, -1.7982], [-1.7193, 5.3387, -2.7062], [3.1107, -3.9317, 0.9277], [-2.7016, 3.9649, -3.2703], [2.0814, -5.4243, 2.2074], [-1.4744, 2.1175, 10.4803], [7.4604, -6.7137, 0.0395], [6.9872, -5.0931, -0.5104], [2.9028, -7.2293, -0.5807], [2.2914, 1.9594, -6.7744], [-4.1412, 2.6007, 0.7916], [5.0976, -7.5003, -0.4856], [-3.9872, 3.5456, 3.0544], [-0.4661, 2.8996, 0.1778], [2.0394, -0.2563, 4.9631], [4.8482, -3.1492, -2.4718], [2.4419, -0.0034, -5.4079], [-2.9268, -2.0655, -2.8085], [1.7116, -5.3810, -1.9447], [1.6832, 2.7760, 5.0741], [4.2515, -6.0555, -2.4189], [6.0276, -3.1314, -1.1850], [1.7150, -6.1669, 0.1183], [6.2461, -5.8021, 0.9177], [-0.7214, 1.5098, -6.9753], [0.4858, -1.8924, -2.3959], [4.3778, 1.4024, 5.4203], [-0.5997, 3.1636, 8.4145], [2.9836, -4.4153, -2.6964], [0.7315, 0.1269, -4.9255], [0.2628, 2.5083, -8.0445], [-7.6102, 0.7714, -3.6389], [-3.5455, 0.8086, 4.3035], [-2.5114, 2.8213, -1.1850], [2.0096, 4.5369, 10.5603], [-3.9644, 0.9614, 1.4010], [0.5397, 0.6446, 4.7292], [1.2520, 2.6722, -1.8605], [2.3652, 2.9014, 11.1666], [-1.8470, 3.1684, 1.4910], [-9.3238, 1.1691, -3.6090], [-8.2470, 0.6851, -1.2748], [-1.9270, -1.2963, -5.1758], [-7.5065, 2.8156, -4.8658], [0.0415, 4.3998, -0.5977], [-3.1495, 2.2973, -3.2806], [-6.0711, 1.7552, -1.6894], [6.0928, -7.0715, -1.8503], [-5.1423, 2.2261, 3.1900], [-1.5721, 1.0567, -4.5731], [3.6843, -1.6555, 1.4122], [1.4395, 1.6504, 2.6403], [1.4496, 0.4876, -8.8937], [-6.8683, 2.8541, -0.5253], [1.8937, -0.0737, 2.5292], [-0.2697, 0.0073, -8.8654], [-8.8997, 3.5100, -4.0033], [-1.5527, -0.9293, -2.7576], [2.2223, 1.7449, 6.3928], [1.4873, -2.9050, -3.4697], [1.1757, -4.0756, 0.6594], [-9.0828, 2.2351, -1.3956], [4.0445, 3.0310, 4.7832], [-0.2077, 1.6511, -1.9368], [0.1963, 3.2190, 12.1651], [-2.9552, 2.3974, 4.8570], [4.8061, -4.2474, 0.7518], [4.4036, -6.7127, 1.4568], [-0.3398, 4.2643, 10.8568], [-2.8901, 1.0742, -5.7354], [5.4185, -1.9295, 1.0641], [-1.7022, 1.5538, 0.7341], [-0.1125, 1.4505, 8.2719]],
  "mulliken_spin": [-0.0002, -0.0005, -0.0001, 0.0000, -0.0002, 0.0001, 0.0000, 0.0001, 0.0000, 0.0000, -0.0003, 0.0000, -0.0001, 0.0000, 0.0000, 0.0000, -0.0001, 0.0000, 0.0000, 0.0001, 0.0001, -0.0001, 0.5413, 0.0004, 0.3904, 0.0000, -0.0001, 0.0000, 0.0000, -0.0115, 0.0001, 0.0132, 0.0285, 0.0029, 0.0000, -0.0005, -0.0005, 0.0272, -0.0020, 0.0000, 0.0000, -0.0083, 0.0000, 0.0394, -0.0001, 0.0000, 0.0001, -0.0002, 0.0000, 0.0000, 0.0000, 0.0000, 0.0000, 0.0004, 0.0000, 0.0000, 0.0000, -0.0099, 0.0002, 0.0020, 0.0000, 0.0202, 0.0001, 0.0000, 0.0000, 0.0052, -0.0001, 0.0000, 0.0000, 0.0000, 0.0015, -0.0211, -0.0010, 0.0000, -0.0030, 0.0000, -0.0081, 0.0000, -0.0070, 0.0000, 0.0000, 0.0000, 0.0000, 0.0000, -0.0004, 0.0000, 0.0000, 0.0000, 0.0000, 0.0000, 0.0000, 0.0072, 0.0009, 0.0001, -0.0012, 0.0000, 0.0005, -0.0027, -0.0002, 0.0000, 0.0000, -0.0110, 0.0000, 0.0000, -0.0007, 0.0003, 0.0000, 0.0000, 0.0000, 0.0000, 0.0000, 0.0000, -0.0001, 0.0007, 0.0000, 0.0000, 0.0000, 0.0000, 0.0000, 0.0000, 0.0000, 0.0000, 0.0000, 0.0000, 0.0000, 0.0001, 0.0034, 0.0002, 0.0000, 0.0000, 0.0034, 0.0000, 0.0000, -0.0011, 0.0000, 0.0072, -0.0051, 0.0000, 0.0000, -0.0025, 0.0000, 0.0000, 0.0022, 0.0000, 0.0000, 0.0000, 0.0006, 0.0000, 0.0000],
  "orbital_gap_ev": [7.983, 8.745],
  "s2": 0.754,
  "lumo_ev": [0.13, 0.13],
  "spin_multiplicity": 2,
  "charge": 0,
  "e_homo_ev": [-7.86, -8.62]
}